# C6H8

An isolated molecule of C6H8 (wB97M-V/def2-TZVPD, the Open Molecules 2025 dataset).

Each line ends with the Mulliken charge.
Element x y z (Å)
C (-2.311, 1.073, 1.908)  0.160
C (-1.300, 0.559, 1.503)  -0.523
C (-0.101, -0.124, 1.000)  -0.682
C (-0.048, -0.219, -0.523)  -0.027
C (1.036, -1.041, -1.157)  -0.613
C (1.056, 0.455, -1.291)  -0.646
H (-3.208, 1.530, 2.264)  0.404
H (0.794, 0.394, 1.369)  0.279
H (-0.079, -1.130, 1.442)  0.259
H (-1.022, -0.247, -1.007)  0.410
H (0.783, -1.638, -2.030)  0.254
H (1.766, -1.500, -0.494)  0.259
H (1.807, 1.000, -0.722)  0.231
H (0.828, 0.890, -2.260)  0.235

Output
Gap between HOMO and LUMO (alpha / beta), eV: 11.03 / 11.03
Charge: 0
HOMO energy (alpha / beta), eV: -9.868 / -9.867
E_tot, eV: -6348.939
SMILES: C#CCC1CC1
Largest force on an atom, eV/A: 0.48